No. 1
Molecular formula: C3H4GaLiO3
Method: DFT, ωB97M-V/def2-TZVPD

Each line ends with the Löwdin charge.
CARTESIAN COORDINATES (ANGSTROEM)
O: -2.05 0.11 0.84  0.232
C: -1.52 1.22 0.71  -0.001
C: -0.11 1.40 0.28  0.076
Li: -1.41 -1.60 0.40  0.843
H: -0.44 1.50 -0.83  0.207
H: 0.53 0.79 0.93  0.143
H: 0.23 2.42 0.51  0.143
O: 0.43 -1.53 -0.14  0.036
C: 1.11 -1.39 -1.14  -0.178
Ga: 3.10 -3.02 -1.23  1.257
O: 2.10 -1.98 -1.60  -0.010
H: -1.96 2.07 1.27  0.253

Results
energy = -2273.2942 Eh
charge = +3
ΔE to the lowest compared entry with this formula, charge and spin = 0.0 kcal/mol
frontier orbital gap (spin up / spin down) = 9.54 / 4.68 eV
spin multiplicity = 2

No. 2
Molecular formula: C3H4GaO
Method: DFT, ωB97M-V/def2-TZVPD

Each line ends with the Löwdin charge.
CARTESIAN COORDINATES (ANGSTROEM)
C: -0.58 -0.07 0.25  -0.076
C: 0.76 0.59 0.55  0.086
C: 0.53 -0.89 0.35  0.338
H: -1.43 -0.02 0.93  0.190
H: 0.93 1.00 1.55  0.182
H: 1.17 1.19 -0.28  0.178
H: 0.87 -1.83 0.78  0.180
O: -1.35 0.28 -1.30  -0.257
Ga: -0.91 -0.25 -2.84  1.179

Results
energy = -2115.7407 Eh
charge = +2
ΔE to the lowest compared entry with this formula, charge and spin = 69.8 kcal/mol
frontier orbital gap (spin up / spin down) = 7.22 / 7.91 eV
spin multiplicity = 2

No. 3
Molecular formula: C3H4GdLiO3
Method: DFT, ωB97M-V/def2-TZVPD

Each line ends with the Löwdin charge.
CARTESIAN COORDINATES (ANGSTROEM)
O: 0.74 -0.10 0.38  -0.688
C: 0.12 -1.36 0.28  -0.312
C: -1.38 -1.33 0.54  -0.126
C: -2.56 0.43 -0.49  -0.039
O: -2.10 1.23 0.34  -0.042
O: -2.13 -0.85 -0.65  0.013
Gd: 2.90 0.39 -0.26  1.892
Li: -0.43 1.16 1.09  0.734
H: 0.56 -2.06 1.01  0.136
H: 0.30 -1.81 -0.72  0.136
H: -1.77 -0.87 1.46  0.143
H: -1.62 -2.37 0.80  0.154

Results
energy = -1114.9641 Eh
charge = +2
frontier orbital gap (spin up / spin down) = 7.11 / 9.11 eV
spin multiplicity = 8

No. 4
Molecular formula: C3H4HgMgO4
Method: DFT, ωB97M-V/def2-TZVPD

Each line ends with the natural charge from an NBO analysis.
CARTESIAN COORDINATES (ANGSTROEM)
O: -0.72 -0.13 1.91  -0.469
C: -1.31 1.08 1.59  1.042
C: 0.57 -0.35 1.68  0.511
O: -2.53 1.08 1.86  -0.975
O: -0.62 1.93 1.05  -0.724
C: 1.61 -0.31 2.52  -0.413
Mg: -4.18 1.97 1.84  1.952
H: 2.48 -0.94 2.33  0.277
H: 1.42 0.03 3.53  0.281
Hg: -0.57 4.23 0.36  0.943
O: 0.92 -0.37 0.30  -0.645
H: 0.33 -0.89 -0.29  0.591
H: 1.97 -0.30 0.29  0.630

Results
energy = -769.9404 Eh
charge = +3
frontier orbital gap (spin up / spin down) = 6.03 / 6.07 eV
spin multiplicity = 2

No. 5
Molecular formula: C3H4HoO4
Method: DFT, ωB97M-V/def2-TZVPD

Each line ends with the natural charge from an NBO analysis.
CARTESIAN COORDINATES (ANGSTROEM)
O: 0.66 -0.03 0.84  -0.453
C: 0.80 1.00 -0.13  -0.106
C: -0.60 1.26 -0.69  -0.188
O: -1.17 0.03 -0.96  -0.154
C: -0.13 -1.08 0.43  0.973
O: 0.45 -2.01 -0.23  -0.762
Ho: -0.06 -3.77 1.31  2.381
H: 1.46 0.60 -0.92  0.219
H: 1.21 1.88 0.37  0.255
H: -0.58 1.89 -1.60  0.266
H: -1.23 1.73 0.09  0.297
O: -0.80 -1.48 1.49  -0.728

Results
energy = -1364.8856 Eh
charge = +2
frontier orbital gap (spin up / spin down) = 7.48 / 5.49 eV
spin multiplicity = 6

No. 6
Molecular formula: C3H4INOS
Method: DFT, ωB97M-V/def2-TZVPD

Each line ends with the natural charge from an NBO analysis.
CARTESIAN COORDINATES (ANGSTROEM)
C: -0.85 0.48 0.72  0.456
C: -0.44 0.64 -0.68  0.406
C: -0.79 -1.01 1.00  -0.694
N: -0.75 0.86 -1.79  -0.540
O: -0.99 1.45 1.45  -0.446
S: 3.99 -0.44 -1.20  -0.563
I: 2.32 0.84 -0.10  0.202
H: -1.33 -1.42 0.27  0.224
H: -1.15 -1.15 1.94  0.242
H: 0.20 -1.47 0.95  0.272
H: -0.21 1.22 -2.57  0.441

Results
energy = -942.4458 Eh
charge = 0
ΔE to the lowest compared entry with this formula, charge and spin = 87.0 kcal/mol
frontier orbital gap (spin up / spin down) = 5.22 / 5.22 eV

No. 7
Molecular formula: C3H4INS
Method: DFT, ωB97M-V/def2-TZVPD

Each line ends with the natural charge from an NBO analysis.
CARTESIAN COORDINATES (ANGSTROEM)
C: 0.12 -0.59 -0.90  -0.022
C: -0.93 0.81 0.63  -0.397
C: 0.77 -0.99 0.27  -0.385
N: -0.84 0.35 -0.68  -0.360
S: 0.30 -0.03 1.62  0.365
I: 3.54 0.72 -1.29  -0.165
H: 0.38 -1.11 -1.80  0.228
H: -0.91 1.96 0.57  0.248
H: -1.81 0.67 1.12  0.230
H: 1.34 -1.94 0.36  0.259

Results
energy = -867.2561 Eh
charge = 0
ΔE to the lowest compared entry with this formula, charge and spin = 41.4 kcal/mol
frontier orbital gap (spin up / spin down) = 4.79 / 8.47 eV

No. 8
Molecular formula: C3H4IO2
Method: DFT, ωB97M-V/def2-TZVPD

Each line ends with the natural charge from an NBO analysis.
CARTESIAN COORDINATES (ANGSTROEM)
C: 0.78 2.68 -0.08  0.957
C: 0.02 0.04 0.99  -0.656
C: 1.29 0.80 0.94  -0.538
O: 1.76 3.33 -0.04  -0.659
O: -0.41 2.65 -0.37  -0.702
I: 2.87 -0.16 -0.24  -0.119
H: -0.50 0.37 1.84  0.205
H: -0.55 0.04 0.08  0.212
H: 0.19 -1.08 1.26  0.145
H: 1.70 0.91 1.90  0.156

Results
energy = -564.9088 Eh
charge = -1
ΔE to the lowest compared entry with this formula, charge and spin = 17.1 kcal/mol
frontier orbital gap = 6.33 eV

No. 9
Molecular formula: C3H4KLiO3
Method: DFT, ωB97M-V/def2-TZVPD

Each line ends with the natural charge from an NBO analysis.
CARTESIAN COORDINATES (ANGSTROEM)
O: 0.22 1.00 0.67  -0.534
C: 1.34 0.41 0.26  0.993
C: -1.03 0.33 0.59  0.077
O: 2.39 1.10 0.24  -0.819
O: 1.33 -0.79 -0.16  -0.945
C: -1.68 0.23 -0.66  -1.014
H: -1.52 0.38 1.57  0.173
H: -0.98 -1.19 1.00  -0.206
H: -1.61 1.08 -1.35  0.200
H: -2.63 -0.33 -0.61  0.198
Li: -0.18 -1.59 -0.95  0.893
K: 4.35 -0.64 -0.60  0.984

Results
energy = -949.8493 Eh
charge = 0
ΔE to the lowest compared entry with this formula, charge and spin = 0.0 kcal/mol
frontier orbital gap = 3.87 eV

No. 10
Molecular formula: C3H4KLiO3
Method: DFT, ωB97M-V/def2-TZVPD

Each line ends with the natural charge from an NBO analysis.
CARTESIAN COORDINATES (ANGSTROEM)
H: 1.51 -0.70 -2.57  0.576
C: -0.98 -1.27 -2.24  0.122
C: -0.11 -2.27 -2.47  -0.473
O: 1.34 0.35 -2.49  -0.647
C: 0.47 0.66 -1.61  1.064
O: 0.66 1.49 -0.72  -0.787
O: -0.66 -0.22 -1.39  -0.574
Li: 2.21 2.58 -0.44  0.990
H: -1.89 -1.09 -2.81  0.229
H: 0.58 -2.60 -1.69  0.236
H: -0.33 -2.95 -3.30  0.270
K: -1.57 0.99 0.98  0.995

Results
energy = -949.3678 Eh
charge = +2
ΔE to the lowest compared entry with this formula, charge and spin = 28.6 kcal/mol
frontier orbital gap = 9.74 eV

No. 11
Molecular formula: C3H4KO3
Method: DFT, ωB97M-V/def2-TZVPD

Each line ends with the natural charge from an NBO analysis.
CARTESIAN COORDINATES (ANGSTROEM)
H: 2.41 -0.25 0.05  0.161
C: 1.50 -0.57 -0.48  -1.009
C: 0.29 -0.44 0.39  -0.108
O: -0.66 0.52 -0.20  -0.639
C: -1.85 0.80 0.42  0.947
O: -2.09 0.23 1.50  -0.813
O: -2.54 1.66 -0.17  -0.824
K: 1.09 1.08 -2.55  0.801
H: 1.60 -1.60 -0.87  0.160
H: 0.52 -0.05 1.40  0.162
H: -0.27 -1.39 0.50  0.161

Results
energy = -942.3650 Eh
charge = -1
ΔE to the lowest compared entry with this formula, charge and spin = 0.0 kcal/mol
frontier orbital gap = 4.36 eV

No. 12
Molecular formula: C3H4Li2O3
Method: DFT, ωB97M-V/def2-TZVPD

Each line ends with the natural charge from an NBO analysis.
CARTESIAN COORDINATES (ANGSTROEM)
O: -1.21 0.90 0.28  -0.531
C: -1.78 -0.32 0.50  0.937
C: -0.20 0.74 -0.78  -0.174
O: -2.74 -0.43 1.22  -0.660
O: -0.78 -1.13 0.39  -0.949
C: 0.96 0.23 0.00  -1.018
H: 0.04 1.77 -1.03  0.192
H: -0.43 0.03 -1.60  0.180
H: 1.91 0.70 0.30  0.170
Li: 0.76 -0.54 2.02  0.921
Li: 1.09 -1.81 -0.75  0.906
H: 2.38 -0.14 -0.55  0.028

Results
energy = -357.3239 Eh
charge = 0
ΔE to the lowest compared entry with this formula, charge and spin = 104.0 kcal/mol
frontier orbital gap (spin up / spin down) = 6.02 / 6.02 eV

No. 13
Molecular formula: C3H4LiMgO3
Method: DFT, ωB97M-V/def2-TZVPD

Each line ends with the Löwdin charge.
CARTESIAN COORDINATES (ANGSTROEM)
O: 1.17 1.70 0.94  -0.010
C: 0.75 0.63 1.63  -0.242
C: -0.29 -0.20 0.93  0.033
Li: 0.78 1.98 -0.76  0.834
H: 1.38 -0.40 1.56  0.247
H: -1.23 0.36 0.84  0.146
H: -0.48 -1.20 1.36  0.160
O: 0.09 -0.23 -0.68  0.012
C: -0.61 -0.86 -1.49  -0.235
Mg: -1.43 -1.49 -4.31  1.015
O: -0.49 -1.10 -2.69  -0.141
H: 0.36 0.83 2.66  0.181

Results
energy = -549.2806 Eh
charge = +2
ΔE to the lowest compared entry with this formula, charge and spin = 122.9 kcal/mol
frontier orbital gap (spin up / spin down) = 10.06 / 3.01 eV
spin multiplicity = 2

No. 14
Molecular formula: C3H4LiO3
Method: DFT, ωB97M-V/def2-TZVPD

Each line ends with the natural charge from an NBO analysis.
CARTESIAN COORDINATES (ANGSTROEM)
C: -0.62 0.94 1.62  -0.458
C: -0.21 -0.31 1.38  0.337
O: 0.33 -0.71 0.19  -0.585
C: 0.38 -2.02 -0.08  0.449
O: 0.66 -2.06 -1.36  -0.726
Li: 0.44 0.17 -1.72  0.935
H: -1.45 1.10 2.30  0.231
H: 0.09 1.75 1.43  0.230
H: 0.86 -2.97 -1.63  0.527
O: -0.41 1.68 -1.31  -1.373
H: -0.05 2.42 -0.81  0.433

Results
energy = -349.7846 Eh
charge = 0
ΔE to the lowest compared entry with this formula, charge and spin = 116.3 kcal/mol
frontier orbital gap (spin up / spin down) = 7.82 / 7.31 eV
spin multiplicity = 2

No. 15
Molecular formula: C3H4LiO3Tm
Method: DFT, ωB97M-V/def2-TZVPD

Each line ends with the natural charge from an NBO analysis.
CARTESIAN COORDINATES (ANGSTROEM)
C: 0.41 -2.05 -2.47  0.215
C: 0.76 -1.05 -1.40  -0.212
O: -0.34 -0.15 -1.24  -0.542
C: -0.27 0.82 -0.33  0.261
O: 0.79 0.92 0.35  -0.814
O: 0.70 -3.29 -2.23  -0.651
H: -0.59 -1.87 -2.90  0.229
H: 1.67 -0.49 -1.69  0.233
H: 0.98 -1.57 -0.46  0.242
Tm: -0.58 2.93 1.35  0.924
Li: 1.54 -4.47 -3.33  0.984
H: 1.16 -2.29 -3.90  0.132

Results
energy = -1434.6964 Eh
charge = +1
ΔE to the lowest compared entry with this formula, charge and spin = 77.2 kcal/mol
frontier orbital gap (spin up / spin down) = 3.44 / 3.30 eV
spin multiplicity = 4

No. 16
Molecular formula: C3H4LuO4
Method: DFT, ωB97M-V/def2-TZVPD

Each line ends with the natural charge from an NBO analysis.
CARTESIAN COORDINATES (ANGSTROEM)
C: 0.83 -4.53 1.70  0.153
C: -0.09 -3.69 2.21  -0.510
O: 4.12 -2.04 -0.72  -0.548
C: 4.93 -1.12 -0.82  0.902
O: 6.15 -1.28 -1.33  -0.871
O: 4.71 0.12 -0.46  -0.864
O: 2.16 -4.44 1.82  -0.711
Lu: 6.66 0.77 -1.05  2.382
H: 0.52 -5.38 1.08  0.165
H: 0.19 -2.89 2.90  0.197
H: -1.14 -3.89 2.04  0.213
H: 2.51 -3.55 1.49  0.493

Results
energy = -1652.8614 Eh
charge = +1
ΔE to the lowest compared entry with this formula, charge and spin = 11.7 kcal/mol
frontier orbital gap = 2.39 eV

No. 17
Molecular formula: C3H4MgO4
Method: DFT, ωB97M-V/def2-TZVPD

Each line ends with the natural charge from an NBO analysis.
CARTESIAN COORDINATES (ANGSTROEM)
O: -0.93 -1.35 0.48  -0.719
C: 0.31 0.33 -0.31  1.017
C: -2.19 -0.73 0.28  -0.163
O: 1.22 0.16 -1.18  -0.841
O: -0.80 1.03 -0.64  -0.462
C: -1.95 0.72 0.06  0.130
H: -2.85 -0.86 1.15  0.214
H: -2.64 -1.20 -0.62  0.216
H: -2.75 1.44 -0.10  0.202
Mg: 2.63 0.46 0.19  1.849
O: 0.76 0.38 0.95  -0.964
H: -0.27 -0.81 1.31  0.523

Results
energy = -617.4276 Eh
charge = +1
ΔE to the lowest compared entry with this formula, charge and spin = 42.6 kcal/mol
frontier orbital gap (spin up / spin down) = 4.11 / 6.67 eV
spin multiplicity = 2

No. 18
Molecular formula: C3H4MgO4Tl
Method: DFT, ωB97M-V/def2-TZVPD

Each line ends with the Löwdin charge.
CARTESIAN COORDINATES (ANGSTROEM)
O: 0.43 -0.83 -1.81  -0.270
C: 0.62 -0.13 -0.65  -0.387
O: 1.12 -0.91 0.42  -0.063
C: 2.34 -1.64 0.12  -0.043
Mg: 1.74 -2.21 -1.83  1.293
H: -0.34 0.36 -0.26  0.124
H: 2.43 -2.39 0.91  0.097
H: 3.20 -0.95 0.23  0.123
H: 1.34 0.72 -0.81  0.147
O: -2.54 1.92 1.83  -0.042
C: -2.50 1.61 0.62  -0.329
O: -3.42 1.82 -0.19  -0.036
Tl: -4.41 2.63 1.41  1.386

Results
energy = -789.4147 Eh
charge = +2
ΔE to the lowest compared entry with this formula, charge and spin = 98.9 kcal/mol
frontier orbital gap (spin up / spin down) = 6.44 / 6.22 eV
spin multiplicity = 2

No. 19
Molecular formula: C3H4N2
Method: DFT, ωB97M-V/def2-TZVPD

Each line ends with the natural charge from an NBO analysis.
CARTESIAN COORDINATES (ANGSTROEM)
C: 1.15 0.10 -0.46  -0.106
C: 0.34 -0.94 -0.09  -0.107
N: -0.89 -0.39 0.21  -0.542
C: -0.68 0.99 0.21  0.167
N: 0.47 1.29 -0.32  -0.455
H: 2.19 0.00 -0.70  0.209
H: 0.56 -2.01 -0.09  0.219
H: -1.72 -0.77 0.64  0.417
H: -1.42 1.72 0.59  0.198

Results
energy = -226.2161 Eh
charge = 0
ΔE to the lowest compared entry with this formula, charge and spin = 5.7 kcal/mol
SMILES = c1c[nH]cn1
frontier orbital gap = 9.83 eV

No. 20
Molecular formula: C3H4N2
Method: DFT, ωB97M-V/def2-TZVPD

Each line ends with the natural charge from an NBO analysis.
CARTESIAN COORDINATES (ANGSTROEM)
C: -0.12 -1.49 0.36  -0.306
C: 1.49 -0.03 -0.56  0.268
C: -0.81 -0.55 0.11  0.162
N: -1.61 0.55 -0.24  -0.830
N: 1.85 0.72 0.25  -0.769
H: 0.34 -2.50 0.52  0.261
H: -1.97 0.53 -1.22  0.398
H: -0.95 1.30 -0.13  0.376
H: 1.78 1.48 0.92  0.441

Results
energy = -226.0611 Eh
charge = 0
ΔE to the lowest compared entry with this formula, charge and spin = 102.9 kcal/mol
frontier orbital gap = 9.45 eV